{"formula": "C30H46N4O4SScSe2", "method": "ωB97M-V/def2-TZVPD", "species": ["Se", "Se", "Sc", "S", "O", "O", "O", "O", "N", "N", "N", "N", "C", "C", "C", "C", "C", "C", "C", "C", "C", "C", "C", "C", "C", "C", "C", "C", "C", "C", "C", "C", "C", "C", "C", "C", "C", "C", "C", "C", "C", "C", "H", "H", "H", "H", "H", "H", "H", "H", "H", "H", "H", "H", "H", "H", "H", "H", "H", "H", "H", "H", "H", "H", "H", "H", "H", "H", "H", "H", "H", "H", "H", "H", "H", "H", "H", "H", "H", "H", "H", "H", "H", "H", "H", "H", "H", "H"], "coordinates": [[-5.866, -14.432, -11.771], [-4.768, -11.020, -11.423], [-1.968, -13.068, -11.640], [-2.430, -14.811, -9.011], [-3.079, -13.916, -10.107], [-2.261, -14.784, -12.765], [-1.067, -11.936, -10.277], [-0.181, -12.406, -12.824], [-0.390, -15.796, -11.845], [0.017, -10.210, -13.052], [-2.743, -11.986, -13.493], [-0.367, -14.595, -11.122], [-1.906, -18.881, -15.525], [-3.620, -12.417, -15.664], [-3.475, -12.731, -14.315], [-5.194, -12.960, -6.756], [2.025, -11.615, -13.229], [-4.651, -14.319, -7.240], [-6.588, -13.141, -10.505], [-2.179, -10.605, -15.327], [1.755, -15.426, -10.082], [0.047, -12.024, -9.642], [-3.128, -14.217, -7.467], [-1.386, -15.745, -12.662], [-1.129, -19.094, -14.362], [0.642, -14.391, -10.322], [-2.338, -16.683, -14.740], [-1.606, -16.889, -13.594], [0.473, -10.753, -8.936], [-6.495, -11.701, -10.996], [-1.439, -10.055, -13.006], [-3.005, -17.483, -8.312], [0.820, -13.149, -9.578], [-6.916, -13.802, -13.274], [-0.949, -18.093, -13.430], [-2.136, -10.951, -13.986], [-2.912, -11.346, -16.193], [0.528, -11.443, -13.042], [-3.298, -16.393, -9.324], [-3.562, -18.799, -8.839], [-4.469, -9.801, -9.919], [-2.478, -17.653, -15.713], [-3.314, -19.568, -8.159], [-4.336, -13.033, -16.238], [2.553, -15.045, -9.512], [0.571, -9.938, -9.668], [-4.676, -18.752, -8.899], [-3.498, -9.368, -10.076], [-5.210, -14.539, -8.168], [-7.143, -11.503, -11.828], [-4.886, -15.129, -6.584], [-2.573, -14.774, -6.711], [-2.781, -13.162, -7.465], [-2.977, -16.702, -10.332], [-1.942, -17.562, -8.173], [2.481, -11.681, -12.232], [0.593, -9.449, -13.390], [-0.283, -18.220, -12.588], [-6.826, -11.010, -10.231], [-4.334, -16.115, -9.463], [-5.290, -9.043, -9.912], [-3.002, -17.461, -16.663], [-2.027, -19.692, -16.256], [-4.466, -10.301, -8.949], [1.270, -16.234, -9.537], [-7.658, -13.401, -10.346], [-3.980, -13.550, -13.864], [-0.575, -20.018, -14.260], [-5.032, -12.218, -7.537], [-1.792, -10.300, -11.994], [-2.732, -15.712, -14.916], [-8.000, -13.784, -13.078], [-3.473, -17.270, -7.357], [-6.274, -13.011, -6.689], [-2.977, -11.095, -17.245], [-1.643, -9.738, -15.661], [-6.784, -14.534, -14.088], [2.222, -12.519, -13.760], [-6.055, -13.246, -9.573], [-1.704, -8.995, -13.199], [2.513, -10.795, -13.757], [1.394, -10.842, -8.349], [1.726, -13.144, -9.021], [2.032, -15.820, -11.048], [-4.720, -12.660, -5.808], [-0.350, -10.427, -8.335], [-6.579, -12.819, -13.642], [-3.109, -19.054, -9.785]], "lowdin_charge": [0.9376, 0.9787, 0.9244, 1.0397, -0.6118, -0.1611, -0.1642, 0.0089, 0.1129, 0.1181, -0.0298, -0.0689, -0.0817, -0.0075, -0.1220, -0.0904, 0.0491, -0.2593, -0.5350, 0.0003, -0.0028, -0.4536, -0.3169, -0.4413, -0.0685, -0.3023, -0.0323, -0.1508, -0.0046, -0.5701, -0.0885, -0.2781, -0.0199, -0.4164, -0.0386, -0.2988, -0.0307, -0.4827, -0.3128, -0.0889, -0.3587, -0.0891, 0.0604, 0.1289, 0.0563, 0.0851, 0.1012, 0.0055, 0.0860, 0.0453, 0.0998, 0.0975, 0.1049, 0.1034, 0.1077, 0.1012, 0.1562, 0.1087, 0.0635, 0.0732, 0.0453, 0.1140, 0.1108, 0.0161, 0.0851, 0.0852, 0.0654, 0.1011, 0.0538, 0.0924, 0.0938, 0.0412, 0.1042, 0.0758, 0.1237, 0.1249, 0.0284, 0.0859, 0.0229, 0.1527, 0.0856, 0.0892, 0.0897, 0.0756, 0.0910, 0.0712, 0.0210, 0.0775], "homo_lumo_gap_ev": 7.532, "de_lowest_ev": 0.0000, "charge": 1, "fmax_ev_per_a": 2.71, "homo_energy_ev": -9.6}

=====

{"formula": "C30H47BeBrN4OP2", "method": "ωB97M-V/def2-TZVPD", "species": ["Br", "P", "P", "O", "N", "N", "N", "N", "C", "C", "C", "C", "C", "C", "C", "C", "C", "C", "C", "C", "C", "C", "C", "C", "C", "C", "C", "C", "C", "C", "C", "C", "C", "C", "C", "C", "C", "C", "Be", "H", "H", "H", "H", "H", "H", "H", "H", "H", "H", "H", "H", "H", "H", "H", "H", "H", "H", "H", "H", "H", "H", "H", "H", "H", "H", "H", "H", "H", "H", "H", "H", "H", "H", "H", "H", "H", "H", "H", "H", "H", "H", "H", "H", "H", "H", "H"], "coordinates": [[2.279, 0.661, 0.012], [-0.373, -2.086, 0.253], [5.300, -0.906, 0.259], [-1.664, -1.359, 2.965], [-1.574, 0.192, 4.612], [-0.224, 0.430, 2.649], [0.887, 2.433, 2.286], [-6.648, 5.189, -5.305], [-3.202, 2.402, -2.919], [-1.291, 1.462, 5.004], [5.893, -2.515, -1.947], [-2.032, -2.303, -0.539], [-1.534, 1.303, 0.172], [-5.001, 3.968, -3.387], [-0.328, 0.886, -0.415], [-1.171, -0.294, 3.379], [0.751, -2.620, -1.117], [-5.262, 3.352, -4.632], [4.926, -1.421, -1.434], [0.231, -2.583, -2.557], [-5.641, 5.196, -3.112], [-2.298, 1.747, -2.056], [-0.163, -3.473, 1.442], [-4.056, 3.351, -2.471], [4.553, -1.916, 1.546], [5.580, -2.165, 2.671], [-6.076, 4.011, -5.557], [-3.262, -1.994, 0.318], [-1.253, -4.536, 1.501], [5.303, 0.883, 0.490], [-0.073, 0.889, -1.774], [6.557, 1.573, -0.055], [-0.474, 2.237, 4.242], [-6.446, 5.764, -4.109], [-2.560, 1.704, -0.664], [-1.103, 1.263, -2.615], [0.093, 1.699, 3.061], [-2.489, -0.594, 5.438], [0.086, -0.105, 1.035], [6.569, 2.628, 0.237], [-1.747, 1.781, 5.939], [0.891, 0.660, -2.237], [5.752, -2.679, -3.022], [5.184, 1.091, 1.565], [-0.541, -3.345, -2.732], [5.792, -1.261, 3.248], [5.735, -3.482, -1.453], [6.530, -2.519, 2.257], [-6.934, 6.730, -3.926], [-0.964, 1.280, -3.699], [1.619, -1.957, -1.010], [5.228, -2.921, 3.374], [4.407, 1.262, -0.044], [4.260, -2.877, 1.090], [-0.218, 3.250, 4.515], [6.609, 1.541, -1.150], [-6.249, 3.552, -6.540], [-2.093, -0.657, 6.458], [-1.474, -4.967, 0.518], [0.804, -3.940, 1.214], [-2.183, -4.142, 1.926], [5.022, -0.523, -2.070], [1.143, 3.364, 2.603], [3.879, -1.757, -1.449], [-0.069, -2.992, 2.422], [-3.847, -1.187, -0.151], [1.071, -3.643, -0.869], [-2.028, -1.635, -1.410], [-4.826, 2.392, -4.893], [-5.477, 5.704, -2.164], [-3.470, -0.114, 5.485], [3.658, -1.381, 1.890], [1.065, -2.800, -3.235], [1.317, 2.060, 1.415], [-3.095, 2.222, -4.000], [-0.175, -1.601, -2.834], [-3.911, -2.875, 0.388], [-1.748, 1.328, 1.241], [-0.919, -5.355, 2.150], [-3.000, -1.674, 1.334], [6.940, -2.220, -1.794], [-3.535, 2.006, -0.257], [-4.013, 3.751, -1.462], [7.459, 1.103, 0.348], [-2.074, -3.338, -0.911], [-2.589, -1.589, 5.022]], "lowdin_charge": [0.6033, 1.0180, 1.1162, 0.0077, -0.0363, 0.1007, 0.1792, 0.0653, -0.0561, 0.0093, -0.1275, -0.3491, -0.0855, -0.2154, -0.3056, -0.4200, -0.3717, -0.0180, -0.3693, -0.1301, -0.0076, -0.2040, -0.3848, -0.0069, -0.3721, -0.1347, -0.1252, -0.1261, -0.1225, -0.4537, -0.1639, -0.1295, 0.0201, -0.1202, 0.0069, -0.0006, -0.3284, 0.0167, 0.0458, 0.0875, 0.1562, 0.0771, 0.0864, 0.1007, 0.0814, 0.0782, 0.0785, 0.0765, 0.1149, 0.1355, 0.0079, 0.0840, -0.0624, 0.1005, 0.1250, 0.0797, 0.1165, 0.1102, 0.0765, 0.0757, 0.0754, 0.1005, 0.1385, 0.0633, 0.0586, 0.0738, 0.0846, 0.0744, 0.1012, 0.1108, 0.1110, 0.0657, 0.0815, -0.0351, 0.1226, 0.0541, 0.0837, 0.1076, 0.0855, 0.0409, 0.0779, 0.1331, 0.1203, 0.0774, 0.0867, 0.0952], "homo_lumo_gap_ev": [5.036, 5.005], "de_lowest_ev": 0.0000, "charge": 2, "fmax_ev_per_a": 2.27, "homo_energy_ev": [-12.4, -12.4]}